Model P:
{"formula": "C3H8N3O2", "method": "ωB97M-V with the def2-TZVPD basis set", "species": ["C", "C", "C", "N", "N", "N", "O", "O", "H", "H", "H", "H", "H", "H", "H", "H"], "xyz": [[-1.205, 1.405, -1.177], [0.980, -1.061, 1.517], [1.393, -2.401, 1.237], [-0.382, 1.844, -0.243], [-1.835, 2.418, -1.860], [0.232, 1.044, 0.706], [1.047, -0.395, 2.486], [0.296, -0.338, 0.471], [-1.488, 0.390, -1.409], [2.592, -2.358, 1.273], [1.142, -2.770, 0.232], [1.069, -3.211, 2.017], [-2.595, 2.435, -2.531], [-1.510, 3.219, -1.263], [1.189, 1.558, 0.738], [-0.316, 1.147, 1.602]], "lowdin_charge": [-0.1638, -0.4766, 0.0235, 0.0327, 0.1240, -0.0012, 0.1583, 0.0166, 0.1390, 0.1706, 0.0976, 0.1553, 0.1268, 0.1340, 0.2479, 0.2154], "homo_lumo_gap_ev": 10.917, "homo_energy_ev": -14.130, "multiplicity": 1, "charge": 1, "smiles": "CC(=O)O[NH2+]/N=C/N", "lumo_energy_ev": -3.21}



Model Q:
{"formula": "C3H8N3O2", "method": "ωB97M-V with the def2-TZVPD basis set", "species": ["C", "C", "C", "N", "N", "N", "O", "O", "H", "H", "H", "H", "H", "H", "H", "H"], "xyz": [[0.989, 0.074, 0.769], [0.171, 1.365, 0.367], [0.242, -1.123, 0.136], [-1.480, -0.493, 0.280], [0.436, -1.248, -1.265], [-1.145, 0.814, -0.128], [0.876, -2.308, -1.661], [0.250, -0.264, -2.050], [1.884, 0.218, 0.168], [1.107, -0.091, 1.775], [0.132, 1.923, 1.311], [0.455, 1.890, -0.451], [0.338, -2.157, 0.580], [-1.321, -0.768, 1.321], [-1.920, 1.467, 0.006], [-1.013, 0.700, -1.158]], "lowdin_charge": [-0.0449, -0.0360, -0.0655, 0.1106, -0.3350, -0.0324, 0.1737, 0.0542, 0.1413, 0.0974, 0.1468, 0.0968, 0.1861, 0.1577, 0.1994, 0.1498], "homo_lumo_gap_ev": 10.693, "homo_energy_ev": -15.902, "multiplicity": 1, "charge": 1, "lumo_energy_ev": -5.21}



Taking the most stable structure as the zero point, the relative energies in kJ/mol are model P 0.0; model Q 257.1.